No. 1
The following is a quantum chemistry calculation of C7H7NO2S4W as an isolated structure at a distorted geometry, from OMol25.

The geometry in XYZ format:
```
22
C7H7NO2S4W, DFT wB97M-V/def2-TZVPD
W -0.97 -0.04 1.16
S -2.54 -2.94 4.35
C -2.02 -1.86 3.27
S -1.38 -0.26 3.56
S -1.87 -2.19 1.52
O -0.61 -0.62 -0.78
N 0.67 -0.51 -1.30
C 0.75 -0.62 -2.64
C 1.98 -0.57 -3.24
C 3.11 -0.41 -2.44
C 2.97 -0.30 -1.08
C 1.70 -0.34 -0.49
S 1.39 -0.18 1.23
H -0.19 -0.76 -3.14
H 2.04 -0.66 -4.32
H 4.09 -0.38 -2.89
H 3.83 -0.17 -0.43
C -2.63 2.62 1.56
O -1.83 1.56 1.03
H -2.34 2.79 2.59
H -3.68 2.34 1.53
H -2.45 3.50 0.96
```

**Highest occupied orbital energy (spin up / spin down)**: -7.39 / -7.39 eV
**Multiplicity**: 1
**F_max**: 0.023 hartree/bohr
**Orbital gap (spin up / spin down)**: 0.24660 / 0.24657 Eh
**Electronic energy**: -2136.02438 a.u.

No. 2
The following is a quantum chemistry calculation of C8H14 as an isolated structure at a distorted geometry, from OMol25.

The geometry in XYZ format:
```
22
C8H14, DFT wB97M-V/def2-TZVPD
C 0.42 0.85 2.80
C -0.96 0.97 2.14
C -1.52 -0.40 1.75
C -0.85 -1.05 0.53
C -0.40 -0.19 -0.45
C 0.31 -0.68 -1.63
C 0.65 0.16 -2.60
C 1.48 -0.18 -3.80
H 0.30 0.54 3.84
H 0.97 1.78 2.69
H 1.14 0.13 2.39
H -0.91 1.63 1.28
H -1.59 1.44 2.89
H -2.59 -0.29 1.55
H -1.50 -1.05 2.63
H -1.37 -2.00 0.32
H 0.36 -0.45 0.53
H 0.60 -1.72 -1.81
H 0.36 1.21 -2.63
H 1.86 -1.20 -3.82
H 0.94 -0.06 -4.74
H 2.28 0.56 -3.87
```

**Highest occupied orbital energy**: -7.99 eV
**Multiplicity**: 1
**F_max**: 0.068 hartree/bohr
**Orbital gap**: 0.32055 Eh
**Electronic energy**: -313.04466 a.u.

No. 3
The following is a quantum chemistry calculation of one molecule with the formula C3H7N3O at a distorted geometry, from OMol25.

The geometry in XYZ format:
```
14
C3H7N3O, DFT wB97M-V/def2-TZVPD
C -1.79 0.42 -1.54
C -0.56 0.04 -0.63
C -0.75 0.13 0.86
H -1.95 -0.12 -2.55
H -1.50 1.43 -1.68
H -2.68 0.21 -0.85
H -1.74 -0.01 1.10
H 1.72 1.78 1.93
H 1.70 0.83 0.17
H 1.36 -1.08 0.47
N 0.13 0.67 1.59
N 1.36 1.03 1.26
N 0.36 -0.72 -1.22
O 1.10 -1.68 -0.27
```

**SMILES**: CC(/C=N\N)=N/O
**Highest occupied orbital energy**: -9.37 eV
**Multiplicity**: 1
**F_max**: 0.095 hartree/bohr
**Orbital gap**: 0.35838 Eh
**Electronic energy**: -357.83986 a.u.

No. 4
The following is a quantum chemistry calculation of a 2-piece molecular cluster, C2H9N3O overall at a distorted geometry, from OMol25.

The geometry in XYZ format:
```
15
C2H9N3O, DFT wB97M-V/def2-TZVPD
N -0.36 -1.83 -1.78
C -1.45 -0.90 -1.49
N -2.54 -1.44 -0.73
H 0.04 -2.12 -0.90
H 0.30 -1.37 -2.39
H -1.07 -0.01 -0.97
H -1.83 -0.54 -2.45
H -2.68 -2.40 -0.77
H -2.72 -1.08 0.19
C 1.99 2.50 2.26
N 2.06 1.41 1.47
O 1.17 2.69 3.12
H 2.81 3.19 2.01
H 2.77 1.30 0.77
H 1.50 0.60 1.68
```

**SMILES**: NC=O.NCN
**Highest occupied orbital energy**: -8.98 eV
**Multiplicity**: 1
**F_max**: 0.029 hartree/bohr
**Orbital gap**: 0.34919 Eh
**Electronic energy**: -321.09907 a.u.

No. 5
The following is a quantum chemistry calculation of a 7-piece molecular cluster, H14O7 overall at a distorted geometry, from OMol25.

The geometry in XYZ format:
```
21
H14O7, DFT wB97M-V/def2-TZVPD
H -0.50 0.73 1.70
H 0.94 0.13 2.10
H 1.64 1.25 -0.43
H 0.16 1.66 -0.93
H 2.10 -0.82 0.16
H 3.47 -0.04 0.86
H -2.14 -1.07 -0.49
H -3.53 -0.43 -0.09
H -0.53 -1.27 1.02
H -0.23 -1.87 -0.42
H 1.64 -1.37 -2.23
H 1.08 -0.14 -1.47
H -1.80 2.49 0.31
H -1.91 1.00 -0.17
O -0.08 -0.04 2.12
O 1.10 1.43 -1.24
O 2.38 -0.06 0.74
O -2.82 -0.32 -0.71
O -0.93 -1.81 0.31
O 1.22 -1.16 -1.34
O -1.26 1.69 0.17
```

**SMILES**: O.O.O.O.O.O.O
**Highest occupied orbital energy**: -10.79 eV
**Multiplicity**: 1
**F_max**: 0.089 hartree/bohr
**Orbital gap**: 0.40899 Eh
**Electronic energy**: -535.09191 a.u.

No. 6
The following is a quantum chemistry calculation of C33H46IrN13OP3 as an isolated structure at a distorted geometry, from OMol25.

The geometry in XYZ format:
```
97
C33H46IrN13OP3, DFT wB97M-V/def2-TZVPD
Ir 0.13 -0.09 0.05
C -1.40 3.29 -2.41
C -2.17 2.10 -1.82
C -2.80 2.46 -0.48
P -1.27 0.47 -1.75
C -0.47 0.46 -3.42
C -1.44 0.72 -4.58
C 0.42 -0.71 -3.81
C -2.61 -0.70 -1.45
C -3.69 -0.87 -2.32
C -4.71 -1.75 -2.01
C -4.66 -2.43 -0.80
C -3.61 -2.26 0.09
C -2.54 -1.40 -0.22
N -1.51 -1.14 0.66
C -1.32 -1.82 1.89
C -1.33 -3.21 2.02
C -1.12 -3.76 3.28
C -0.87 -2.95 4.38
C -0.81 -1.57 4.24
C -1.04 -1.01 3.00
P -1.01 0.73 2.49
C -0.20 2.06 3.55
C -0.98 3.38 3.35
C 1.29 2.38 3.34
C -2.82 1.15 2.81
C -3.85 0.20 2.19
C -3.09 1.16 4.32
H -2.08 4.15 -2.46
H -1.05 3.12 -3.42
H -0.56 3.59 -1.80
H -2.98 1.87 -2.51
H -2.05 2.52 0.30
H -3.56 1.73 -0.20
H -3.28 3.44 -0.56
H 0.18 1.34 -3.30
H -1.99 -0.19 -4.83
H -0.86 1.00 -5.46
H -2.16 1.52 -4.40
H -0.15 -1.62 -3.97
H 1.18 -0.91 -3.06
H 0.92 -0.45 -4.75
H -3.72 -0.32 -3.25
H -5.53 -1.89 -2.69
H -5.46 -3.11 -0.53
H -3.63 -2.79 1.03
H -1.49 -3.84 1.16
H -1.12 -4.83 3.39
H -0.68 -3.40 5.35
H -0.55 -0.95 5.09
H -0.34 1.71 4.58
H -0.95 3.68 2.31
H -0.48 4.16 3.93
H -2.01 3.35 3.68
H 1.64 2.14 2.34
H 1.92 1.83 4.04
H 1.45 3.44 3.50
H -2.99 2.14 2.41
H -3.81 -0.78 2.67
H -3.73 0.06 1.13
H -4.85 0.61 2.38
H -2.92 0.17 4.74
H -4.14 1.40 4.49
H -2.49 1.87 4.88
N 2.69 -2.48 0.17
C 2.51 -1.76 1.34
N 3.23 -1.92 2.42
N 2.69 -1.04 3.30
N 1.71 -0.42 2.76
N 1.58 -0.81 1.48
C 1.60 -2.72 -0.64
N 1.48 -3.78 -1.41
N 0.28 -3.61 -2.02
N -0.28 -2.54 -1.63
N 0.54 -1.90 -0.76
H 3.33 -3.26 0.25
N 0.24 2.05 0.25
C 1.00 2.92 0.10
C 1.79 4.03 -0.05
C 1.87 4.62 -1.33
N 1.94 5.04 -2.40
C 2.54 4.54 1.04
N 3.16 4.96 1.91
C 3.31 1.66 -3.11
P 3.37 0.58 -1.68
C 4.61 1.24 -0.56
C 4.01 -1.00 -2.25
O 2.02 0.45 -1.01
H 4.30 1.77 -3.55
H 2.94 2.64 -2.82
H 2.64 1.22 -3.86
H 5.60 1.18 -1.00
H 4.59 0.66 0.37
H 4.38 2.28 -0.32
H 4.93 -0.85 -2.81
H 3.28 -1.49 -2.89
H 4.20 -1.64 -1.40
```

**Highest occupied orbital energy (spin up / spin down)**: -7.74 / -7.62 eV
**Multiplicity**: 2
**<S²>**: 0.763
**F_max**: 0.039 hartree/bohr
**Orbital gap (spin up / spin down)**: 0.27394 / 0.20489 Eh
**Electronic energy**: -3200.54095 a.u.

No. 7
The following is a quantum chemistry calculation of one molecule with the formula C3H5NS at a distorted geometry, from OMol25.

The geometry in XYZ format:
```
10
C3H5NS, DFT wB97M-V/def2-TZVPD
N -2.08 -0.10 2.05
C -1.09 -0.14 1.44
S 1.28 -0.05 -1.92
C 0.15 -0.14 0.62
C -0.21 0.08 -0.84
H 2.16 0.37 -0.95
H 0.79 0.66 0.97
H 0.65 -1.09 0.72
H -0.95 -0.66 -1.17
H -0.69 1.07 -0.93
```

**SMILES**: N#CCCS
**Highest occupied orbital energy**: -9.72 eV
**Multiplicity**: 1
**F_max**: 0.043 hartree/bohr
**Orbital gap**: 0.38150 Eh
**Electronic energy**: -570.23455 a.u.

No. 8
The following is a quantum chemistry calculation of C3H11N3O as an isolated structure at a distorted geometry, from OMol25.

The geometry in XYZ format:
```
18
C3H11N3O, DFT wB97M-V/def2-TZVPD
C 1.06 -0.12 0.05
C 1.88 0.69 -0.96
C -2.59 -0.01 -0.08
N -1.12 -1.12 0.29
N -0.46 0.00 -0.40
N 1.02 0.45 1.41
O 1.30 -1.42 0.09
H -0.18 -1.88 0.23
H -1.00 -0.90 1.28
H -0.47 -0.28 -1.38
H 1.82 0.10 1.92
H 1.02 1.46 1.40
H 2.92 0.71 -0.63
H 1.83 0.21 -1.94
H 1.50 1.71 -1.04
H -3.32 -0.78 0.11
H -2.55 0.74 0.71
H -2.67 0.42 -1.07
```

**Highest occupied orbital energy**: -8.65 eV
**Multiplicity**: 1
**F_max**: 0.050 hartree/bohr
**Orbital gap**: 0.32651 Eh
**Electronic energy**: -360.24232 a.u.